No. 1
Below is a 2-piece molecular cluster, C4H5NO overall in a non-equilibrium geometry, with properties calculated with the ωB97M-V functional and the def2-TZVPD basis.

Results
SMILES   N#CC1=CC1.O
Energy relative to the best compared isomer or geometry (same formula, charge and spin)   70.6 kcal/mol
Gap between HOMO and LUMO   0.3831 Eh
E   -7763.46426 eV

The geometry in ORCA input format:
```
! RIJCOSX wB97M-V def2-TZVPD def2/J DEFGRID3
* xyz 0 1
N -1.731 0.953 1.923
C -0.978 0.825 1.047
C -0.048 0.716 -0.016
C 0.272 1.001 -1.237
C 1.347 0.339 -0.433
H -0.026 1.455 -2.181
H 1.597 -0.723 -0.569
H 2.179 0.955 -0.070
O -0.546 -1.993 0.366
H -0.725 -1.849 1.306
H -1.349 -1.695 -0.091
*
```

Results of the Löwdin charge analysis, in e, for atoms 1 through 5: number 1, N, carries 0.15; number 2, C, carries -0.18; number 3, C, carries -0.24; number 4, C, carries 0.03; number 5, C, carries -0.09

---

No. 2
Below is one molecule with the formula C4H5NO in a non-equilibrium geometry, with properties calculated with the ωB97M-V functional and the def2-TZVPD basis.

Results
SMILES   N#C[C@H]1C[C@H]1O
Energy relative to the best compared isomer or geometry (same formula, charge and spin)   82.0 kcal/mol
Gap between HOMO and LUMO   0.3796 Eh
E   -7762.97112 eV

The geometry in ORCA input format:
```
! RIJCOSX wB97M-V def2-TZVPD def2/J DEFGRID3
* xyz 0 1
N -2.376 0.153 -0.228
C -1.255 -0.147 0.121
C -0.054 -0.675 0.624
C 1.069 -0.969 -0.661
C 1.201 0.109 0.418
O 0.748 1.283 -0.273
H -0.108 -1.560 1.323
H 1.820 -1.775 -0.785
H 0.595 -0.467 -1.483
H 1.843 0.391 1.232
H 0.733 2.170 0.489
*
```

Results of the Löwdin charge analysis, in e, for atoms 1 through 5: number 1, N, carries 0.14; number 2, C, carries -0.23; number 3, C, carries -0.17; number 4, C, carries 0.05; number 5, C, carries -0.36

---

No. 3
Below is one molecule with the formula C4H5NO, with properties calculated with the ωB97M-V functional and the def2-TZVPD basis.

Results
SMILES   O=CN=C1CC1
Energy relative to the best compared isomer or geometry (same formula, charge and spin)   47.9 kcal/mol
Gap between HOMO and LUMO   0.3708 Eh
E   -7764.44933 eV

The geometry in ORCA input format:
```
! RIJCOSX wB97M-V def2-TZVPD def2/J DEFGRID3
* xyz 0 1
O 2.407 0.711 0.264
C 2.128 -0.291 -0.353
N 0.886 -0.523 -0.985
C -0.151 -0.218 -0.331
C -1.588 -0.013 -0.400
C -0.785 0.389 0.855
H 2.850 -1.104 -0.546
H -2.201 -0.894 -0.223
H -2.015 0.722 -1.074
H -1.012 -0.205 1.729
H -0.517 1.426 1.064
*
```

Results of the Löwdin charge analysis, in e, for atoms 1 through 5: number 1, O, carries 0.05; number 2, C, carries -0.32; number 3, N, carries 0.14; number 4, C, carries -0.30; number 5, C, carries -0.06

---

No. 4
Below is C4H5NO as an isolated structure in a non-equilibrium geometry, with properties calculated with the ωB97M-V functional and the def2-TZVPD basis.

Results
Energy relative to the best compared isomer or geometry (same formula, charge and spin)   82.4 kcal/mol
Gap between HOMO and LUMO   0.3922 Eh
E   -7762.95385 eV

The geometry in ORCA input format:
```
! RIJCOSX wB97M-V def2-TZVPD def2/J DEFGRID3
* xyz 0 1
C -0.311 -0.100 1.205
C -0.342 -0.958 0.183
C -0.350 1.117 -1.500
O -1.280 1.729 -1.273
C 0.839 -1.666 -0.228
N 1.805 -2.218 -0.549
H 0.597 0.076 1.774
H 0.724 1.567 0.079
H -1.184 0.494 1.461
H -1.233 -1.103 -0.421
H 0.969 1.215 -0.602
*
```

Results of the Löwdin charge analysis, in e, for atoms 1 through 5: number 1, C, carries -0.03; number 2, C, carries -0.24; number 3, C, carries -0.09; number 4, O, carries 0.05; number 5, C, carries -0.24

---

No. 5
Below is one molecule with the formula C4H5NO, with properties calculated with the ωB97M-V functional and the def2-TZVPD basis.

Results
Energy relative to the best compared isomer or geometry (same formula, charge and spin)   109.0 kcal/mol
Gap between HOMO and LUMO (spin up / spin down)   0.3070 / 0.3068 Eh
E   -7761.79909 eV

The geometry in ORCA input format:
```
! RIJCOSX wB97M-V def2-TZVPD def2/J DEFGRID3
* xyz 0 1
O 1.183 1.081 0.037
C 1.127 -0.014 0.771
C -0.076 -0.485 1.222
C -0.802 -0.156 -0.847
C 0.109 0.938 -1.034
N -0.117 1.508 -2.071
H 2.038 -0.617 0.799
H -0.873 0.209 1.468
H -0.123 -1.459 1.701
H -1.844 0.061 -0.635
H -0.620 -1.068 -1.411
*
```

Results of the Löwdin charge analysis, in e, for atoms 1 through 5: number 1, O, carries -0.01; number 2, C, carries -0.23; number 3, C, carries 0.00; number 4, C, carries 0.09; number 5, C, carries -0.56

---

No. 6
Below is one molecule with the formula C4H5NO, with properties calculated with the ωB97M-V functional and the def2-TZVPD basis.

Results
SMILES   CC#CC(N)=O
Energy relative to the best compared isomer or geometry (same formula, charge and spin)   27.4 kcal/mol
Gap between HOMO and LUMO   0.3938 Eh
E   -7765.33699 eV

The geometry in ORCA input format:
```
! RIJCOSX wB97M-V def2-TZVPD def2/J DEFGRID3
* xyz 0 1
C -2.440 0.009 0.269
C -0.983 0.009 0.178
C 0.218 -0.091 0.144
C 1.623 -0.477 0.282
N 2.537 0.374 -0.257
O 1.932 -1.506 0.854
H -2.894 -0.112 -0.720
H -2.820 0.933 0.715
H -2.754 -0.833 0.894
H 3.510 0.138 -0.140
H 2.279 1.231 -0.717
*
```

Results of the Löwdin charge analysis, in e, for atoms 1 through 5: number 1, C, carries -0.10; number 2, C, carries -0.06; number 3, C, carries 0.06; number 4, C, carries -0.57; number 5, N, carries 0.15

---

Q: Which of these has the highest E?
A: number 5

---

Q: Which formula does entry 3 have?
A: C4H5NO

---

Q: Which formula does entry 3 have?
A: C4H5NO